C74H70CaGe2N3O4PS4Se as an isolated structure in a non-equilibrium geometry. Source: the OMol25 dataset; level of theory: ωB97M-V with the def2-TZVPD basis set.

```
160
Properties=species:S:1:pos:R:3:lowdin_charge:R:1
Ca 0.2203 0.3384 0.2892 0.798
C 7.0091 -0.4254 -1.3954 -0.057
C 6.4855 -0.0941 -0.0257 -0.271
C 6.4709 1.2098 0.4421 -0.012
C 6.0181 1.5210 1.7190 -0.195
C 6.0943 2.9529 2.2004 -0.036
C 5.5306 0.4954 2.5395 -0.155
C 5.5598 -0.8325 2.0934 -0.234
C 5.0531 -1.9864 2.9283 -0.056
C 6.0317 -1.1008 0.8163 -0.015
C 5.1538 0.8292 3.9525 -0.212
C 6.1629 0.4957 4.8590 -0.054
C 6.0554 0.7777 6.2043 -0.079
C 4.9447 1.4633 6.6457 -0.056
C 3.9330 1.8545 5.7656 -0.220
C 3.9762 1.5012 4.3919 -0.167
Ge 2.3672 1.6986 3.1486 -0.026
S 2.0878 -0.1719 2.1328 0.057
S 0.4372 2.3535 4.1646 0.298
Ge 0.1428 3.6159 2.3030 0.004
S -0.9905 2.7048 0.7319 0.176
S 2.3908 3.6040 1.8971 0.226
C -0.6528 5.4306 2.6095 -0.178
C -1.9144 5.5079 3.2436 -0.214
C -2.5325 6.7429 3.4255 -0.050
C -1.9582 7.9070 2.9422 -0.078
C -0.7543 7.8361 2.2633 -0.053
C -0.0905 6.6196 2.0905 -0.207
C 1.1996 6.6848 1.3200 -0.167
C 1.2785 6.2982 -0.0210 -0.216
C 0.0941 5.7715 -0.7977 -0.042
C 2.5098 6.3983 -0.6779 -0.019
C 3.6410 6.8846 -0.0498 -0.277
C 4.9665 6.9621 -0.7692 -0.058
C 3.5285 7.3116 1.2727 -0.026
C 2.3284 7.2246 1.9582 -0.231
C 2.2350 7.6932 3.3865 -0.034
C -2.6562 4.2823 3.6978 -0.160
C -3.5633 3.6439 2.8443 -0.219
C -3.9110 4.1748 1.4743 -0.064
C -4.1601 2.4561 3.2705 0.000
C -3.9043 1.9118 4.5190 -0.258
C -4.5089 0.5951 4.9401 -0.064
C -3.0735 2.6176 5.3859 -0.025
C -2.4573 3.7971 4.9990 -0.249
C -1.6060 4.5726 5.9703 -0.052
C 2.9046 2.7071 6.4423 -0.168
C 1.7887 2.1551 7.0721 -0.254
C 1.3982 0.7048 6.8897 -0.051
C 0.9715 2.9813 7.8431 -0.031
C 1.2449 4.3288 8.0068 -0.288
C 0.3677 5.2127 8.8583 -0.066
C 2.3633 4.8581 7.3687 -0.015
C 3.2005 4.0682 6.5929 -0.201
C 4.4301 4.6598 5.9480 -0.024
H 7.1401 0.4768 -1.9973 0.071
H 6.3224 -1.0835 -1.9196 0.070
H 7.9758 -0.9351 -1.3314 0.074
H 6.8332 2.0113 -0.1986 0.111
H 6.7510 3.5372 1.5514 0.071
H 6.4720 3.0104 3.2244 0.078
H 5.1140 3.4328 2.1907 0.023
H 4.8663 -1.7009 3.9616 0.071
H 5.7701 -2.8133 2.9176 0.076
H 4.1062 -2.3428 2.5156 0.041
H 6.0258 -2.1300 0.4574 0.121
H 7.0459 -0.0073 4.4776 0.121
H 6.8425 0.4916 6.8950 0.097
H 4.8523 1.7396 7.6917 0.122
H -3.4936 6.7724 3.9290 0.119
H -2.4576 8.8607 3.0742 0.094
H -0.3115 8.7326 1.8409 0.116
H -0.8528 5.9607 -0.2936 0.075
H 0.1701 4.6896 -0.9281 0.042
H 0.0608 6.2286 -1.7908 0.079
H 2.5761 6.0602 -1.7104 0.119
H 4.8839 6.5773 -1.7876 0.070
H 5.7272 6.3747 -0.2472 0.073
H 5.3247 7.9936 -0.8226 0.071
H 4.4074 7.6983 1.7863 0.112
H 3.2220 7.9369 3.7707 0.068
H 1.7898 6.9214 4.0196 0.086
H 1.6067 8.5828 3.4728 0.074
H -3.6564 5.2277 1.3594 0.074
H -4.9793 4.0504 1.2798 0.080
H -3.3598 3.6152 0.7160 -0.006
H -4.8221 1.9302 2.5859 0.122
H -5.1256 0.1700 4.1481 0.056
H -5.1253 0.7134 5.8375 0.071
H -3.7282 -0.1353 5.1625 0.071
H -2.8877 2.2246 6.3841 0.115
H -1.6050 4.0901 6.9501 0.063
H -1.9814 5.5934 6.0830 0.081
H -0.5701 4.6359 5.6303 0.058
H 2.1580 0.1385 6.3553 0.076
H 0.4740 0.6462 6.3064 0.051
H 1.2192 0.2216 7.8534 0.078
H 0.0878 2.5535 8.3137 0.119
H -0.5042 4.6674 9.2252 0.069
H 0.0114 6.0738 8.2876 0.075
H 0.9189 5.5944 9.7223 0.072
H 2.5982 5.9131 7.4979 0.114
H 4.7100 5.5906 6.4399 0.071
H 4.2412 4.8708 4.8895 0.084
H 5.2776 3.9740 5.9964 0.072
N -2.7685 -1.4883 -1.4425 0.137
C -2.3209 -2.4779 -2.2760 -0.311
C -3.1753 -2.8969 -3.3196 -0.052
C -2.8486 -3.9489 -4.1431 -0.116
C -1.6576 -4.6435 -3.9482 -0.114
C -0.7993 -4.2145 -2.9505 -0.102
C -1.0671 -3.1140 -2.1262 -0.275
P 0.2714 -2.5401 -0.9463 1.109
C 1.7258 -2.8854 -2.0494 -0.347
C 2.4009 -4.1016 -2.1643 -0.119
C 3.3871 -4.2788 -3.1281 -0.102
C 3.7100 -3.2457 -4.0011 -0.108
C 3.0623 -2.0240 -3.8829 -0.074
C 2.0933 -1.8393 -2.9040 -0.071
C 0.3476 -3.9442 0.2362 -0.366
C -0.7417 -4.7660 0.5039 -0.090
C -0.6549 -5.7611 1.4735 -0.089
C 0.5211 -5.9469 2.1834 -0.103
C 1.6103 -5.1162 1.9405 -0.090
C 1.5185 -4.1161 0.9846 -0.113
H -3.7412 -1.2553 -1.4744 0.096
H -2.3689 -1.4347 -0.5221 -0.002
H -4.1239 -2.3799 -3.4419 0.104
H -3.5329 -4.2450 -4.9335 0.094
H -1.3947 -5.4895 -4.5730 0.088
H 0.1302 -4.7482 -2.8101 0.088
H 2.1556 -4.9243 -1.5028 0.099
H 3.8943 -5.2342 -3.2061 0.092
H 4.4756 -3.3899 -4.7562 0.091
H 3.3116 -1.1973 -4.5395 0.104
H 1.6066 -0.8757 -2.8197 0.063
H -1.6691 -4.6240 -0.0368 0.101
H -1.5228 -6.3732 1.6854 0.098
H 0.5826 -6.7167 2.9456 0.093
H 2.5269 -5.2415 2.5060 0.097
H 2.3594 -3.4478 0.8211 0.097
Se -3.5900 -2.5388 2.4995 0.411
C -2.3205 -1.5598 1.7223 -0.965
N -1.4853 -0.9168 1.2060 -0.110
O 1.6242 1.3389 -3.4708 0.019
C 0.6000 1.3994 -2.7917 -0.582
O 0.3614 0.6945 -1.7362 -0.325
C -0.4437 2.4124 -3.2384 -0.103
C -0.1520 3.2078 -4.3358 -0.012
C -1.0593 4.1569 -4.7947 -0.070
C -2.2785 4.3142 -4.1594 -0.021
C -2.5608 3.5019 -3.0760 -0.135
C -1.6662 2.5616 -2.5995 0.029
N -3.8809 3.6372 -2.4240 -0.347
O -4.2933 2.7054 -1.7638 0.074
O -4.4860 4.6846 -2.5698 0.051
H 0.8093 3.0676 -4.8155 0.114
H -0.8165 4.7761 -5.6476 0.097
H -3.0124 5.0372 -4.4915 0.111
H -1.9037 1.9695 -1.7359 0.072
```

Calculated values
**Multiplicity**: 1
**Strongest force on any atom**: 2.6 eV/Å
**Frontier orbital gap**: 6.88 eV
**Charge**: -2
**Total energy**: -12494.559015 hartree
**ΔE to the lowest compared entry with this formula, charge and spin**: 0.0000 eV
**E_HOMO**: -3.213 eV